1.
A structure of composition C39H43AsBN12O4STb at a distorted geometry, computed with wB97M-V/def2-TZVPD.

Values from the calculation:
Net charge   +1
E_tot   -161985.731 eV
Orbital gap (spin up / spin down)   5.68 / 3.89 eV
Spin multiplicity   8
Lowest unoccupied orbital energy (spin up / spin down)   -4.4367 / -6.2185 eV
<S²>   15.811
Largest force on an atom   6.49 eV/Å

Each line ends with the Mulliken charge.
Element x y z (Å)
C: 4.02 0.00 3.83  -1.577
H: -0.56 3.84 5.43  0.715
N: 2.19 3.75 0.35  0.072
C: 3.66 5.61 0.91  -0.006
C: 0.50 1.32 -5.27  -0.745
H: -2.30 -8.38 -4.03  0.376
H: -3.34 4.40 0.43  0.518
C: -2.63 3.85 0.93  -1.602
C: -3.76 1.22 5.84  -0.240
H: 2.92 -2.25 -1.36  0.436
C: -2.26 -6.18 -3.97  -0.291
C: 2.43 -1.64 -0.57  -1.606
H: 6.96 0.53 -1.30  0.381
H: -2.42 -5.62 -1.30  0.463
C: -1.40 -0.86 3.66  -0.128
C: 0.38 3.52 4.99  -0.227
H: 4.81 -0.52 4.46  0.397
H: -4.68 -8.49 -4.73  0.363
O: -1.19 3.54 -7.18  -0.330
C: -3.05 -5.01 -3.89  0.777
H: 1.96 2.68 -1.47  0.339
N: -1.96 1.76 4.77  0.467
H: -4.99 -4.23 -4.40  0.413
C: 7.08 0.14 -0.30  -1.625
C: -4.43 -5.13 -4.23  -0.550
H: 2.51 1.25 -1.91  0.056
O: -1.09 1.18 -7.76  -0.476
C: -4.21 -7.55 -4.45  -0.474
H: 2.26 -0.85 1.92  0.779
H: -3.58 2.68 2.67  0.674
C: -0.61 2.09 -2.83  -0.164
N: 0.63 6.50 -0.88  -0.509
C: -0.84 1.89 -5.32  -0.019
H: -0.77 -5.04 -1.12  0.358
H: 7.59 -0.82 -0.41  0.358
C: 1.24 1.30 -4.13  -0.549
H: -1.99 -0.85 4.57  0.345
C: -1.62 1.69 6.08  -0.180
H: -4.72 -2.52 -0.54  0.347
N: 0.27 2.51 4.06  0.206
H: -4.75 -4.26 -1.02  0.365
H: 1.78 -0.97 -1.14  0.175
H: 2.10 4.69 5.69  0.466
H: -0.57 1.71 6.43  0.427
C: 2.52 5.05 0.27  1.039
C: 5.46 0.07 1.72  -0.547
Tb: 1.39 1.65 1.09  0.602
H: 4.82 -0.70 -1.47  0.501
H: 3.05 -0.43 4.07  0.320
C: -2.48 -3.72 -3.61  -1.351
N: -1.59 2.42 2.24  0.309
C: -1.82 -4.80 -0.94  -1.253
H: -1.15 -6.13 -3.96  0.296
H: 0.11 -2.05 1.03  0.275
H: 2.29 0.99 -4.22  0.297
H: 7.83 0.76 0.27  0.366
N: -0.17 -0.18 1.98  -0.147
H: -6.06 -6.46 -4.56  0.342
N: -3.25 1.53 4.61  -1.145
C: -2.78 3.00 2.03  -0.202
C: -1.28 3.84 0.56  -0.265
C: 4.22 -0.07 2.35  0.356
C: -1.30 -1.95 2.83  -1.433
N: 1.43 2.50 3.29  0.509
S: -1.71 2.18 -6.86  1.240
N: 1.62 1.75 -1.76  0.020
C: 0.71 1.69 -2.89  0.395
C: -1.39 2.19 -4.06  -0.718
O: 3.23 2.85 0.69  -0.357
H: -5.04 -3.03 -2.20  0.303
N: -0.66 2.84 1.24  0.260
N: -0.77 0.22 3.14  0.792
C: 2.31 3.34 3.89  -0.517
H: -3.09 -2.94 -4.15  0.432
As: -2.42 -3.07 -1.70  0.359
B: -1.03 1.74 3.54  0.571
H: -0.84 4.55 -0.14  0.452
H: -2.79 1.06 7.84  0.461
H: -4.83 0.93 5.93  0.402
O: -3.16 2.23 -6.71  -0.490
C: 5.69 -0.04 0.35  0.469
C: -4.43 -3.27 -1.31  -1.110
H: 6.32 0.38 2.35  0.364
H: 0.84 0.82 -6.16  0.481
C: 4.68 -0.63 -0.41  -0.237
C: 1.53 5.86 -0.37  -0.336
H: 1.77 -2.29 -0.01  0.319
H: 3.30 3.39 3.53  0.812
H: -2.39 2.58 -4.04  0.469
H: -1.11 2.28 -1.88  0.469
C: 3.16 -0.40 1.52  -0.253
C: -2.71 1.33 6.83  -0.972
H: 3.94 1.07 4.16  0.227
H: -1.97 -4.63 0.11  0.367
C: -4.98 -6.40 -4.45  -0.546
C: 3.47 -0.89 0.19  0.685
C: -2.85 -7.44 -4.13  -0.400
N: 4.71 5.92 1.32  -0.416
H: -1.45 -3.59 -4.02  0.451
C: -0.38 -1.45 1.78  -0.084
H: -1.79 -2.92 2.81  0.447
C: 1.69 4.03 4.94  -1.653

2.
A structure of composition C39H43AsN4O5PSm at a distorted geometry, computed with wB97M-V/def2-TZVPD.

Values from the calculation:
Net charge   +2
E_tot   -145356.516 eV
Orbital gap (spin up / spin down)   6.58 / 6.65 eV
Spin multiplicity   6
Lowest unoccupied orbital energy (spin up / spin down)   -6.1631 / -6.1144 eV
ΔE to the lowest compared entry with this formula, charge and spin   1.5 kcal per mole
<S²>   8.778
Largest force on an atom   2.14 eV/Å

Each line ends with the Mulliken charge.
Element x y z (Å)
C: 2.81 0.51 1.45  -0.021
H: -6.88 0.09 1.05  0.353
H: 2.76 -0.38 0.82  0.324
C: 1.61 -0.25 -3.65  -0.806
H: -3.08 -4.15 -3.34  0.527
C: -0.33 -2.11 2.20  -0.479
C: 2.03 -2.99 -0.64  -1.223
H: -1.85 -3.37 0.31  -0.195
C: 2.96 4.10 3.59  -0.113
As: -0.70 -1.29 -1.31  1.856
C: -3.18 -1.69 0.40  1.479
H: 2.02 3.84 -3.99  0.293
C: -0.50 5.80 0.71  -1.180
C: 4.73 1.68 -3.78  -0.723
C: -0.89 0.22 2.15  0.575
H: 4.92 2.03 -4.79  0.278
O: 1.27 2.68 -2.42  0.175
C: -4.30 -1.16 1.05  -1.052
C: -1.12 -5.42 -2.23  -0.856
H: 1.75 -1.33 -3.57  0.241
H: -4.82 -1.78 1.77  0.549
H: -0.77 -3.14 4.01  0.531
H: 1.64 4.73 -2.49  0.296
H: 4.24 -0.30 2.82  0.536
C: -6.00 0.61 1.44  -1.728
C: -0.82 -2.19 3.49  -0.792
H: 1.22 -7.76 -2.07  0.401
H: -2.86 -3.29 1.77  0.561
H: -1.25 4.36 -0.70  0.548
H: 4.88 0.60 -3.74  0.297
C: -2.43 1.23 -1.99  -2.247
H: -1.79 1.01 3.91  0.552
C: -0.53 4.54 0.10  -0.262
H: 0.58 -0.04 -3.96  0.207
C: -1.32 -4.06 -2.14  0.791
C: 0.22 -7.50 -1.76  -1.651
C: -0.36 -3.26 -1.49  0.168
H: -5.96 0.43 2.51  0.396
H: -3.58 -3.77 0.24  0.591
O: 3.57 5.29 5.42  -0.564
N: 3.88 4.38 4.69  0.976
H: -0.93 1.19 1.61  0.359
H: 0.45 6.97 2.23  0.524
C: -2.98 0.38 -0.85  -0.338
C: -2.53 -3.42 -2.76  -1.479
H: 2.29 0.16 -4.39  0.443
H: 0.08 -2.99 1.72  0.204
C: 1.25 4.97 2.12  0.802
C: -1.39 0.13 3.44  -1.212
C: -4.77 0.11 0.77  0.482
H: -3.19 -2.99 -2.01  0.180
H: 1.97 -5.63 -0.90  0.505
C: 3.71 1.71 3.30  -0.753
C: 2.06 2.66 1.82  -0.283
H: -1.54 1.86 -1.72  0.421
C: 1.03 -5.19 -1.22  -1.031
H: 0.07 -7.90 -0.75  0.316
H: -1.19 6.57 0.39  0.468
H: -4.52 1.82 -0.47  0.458
O: 3.37 2.02 -3.50  -0.318
H: 5.42 2.17 -3.09  0.336
H: -1.86 -6.04 -2.71  0.407
C: -2.50 -0.91 -0.54  1.382
C: 0.86 -3.82 -1.11  0.235
H: 2.01 -2.88 0.45  0.297
C: 2.93 2.83 2.93  0.714
C: 1.17 3.74 1.43  0.091
H: -2.22 -2.60 -3.43  0.300
C: -2.83 -3.11 0.70  -2.009
Sm: 0.28 1.21 -0.57  -0.321
P: 2.65 1.76 -2.10  0.088
H: -2.18 0.59 -2.85  0.324
C: 2.15 5.12 3.20  -0.681
H: 2.00 -1.99 -1.08  -0.256
C: -4.11 0.86 -0.20  -1.149
N: 0.23 -0.78 0.24  1.166
H: 4.37 1.77 4.16  0.614
H: -3.21 1.92 -2.31  0.592
C: 1.33 3.92 -3.14  -0.899
H: 2.96 -3.48 -0.91  0.639
C: -0.35 -0.90 1.50  0.199
N: 2.01 1.52 1.10  0.657
C: 0.39 6.02 1.72  -0.592
H: -1.77 -1.15 5.11  0.460
H: 0.33 4.11 -3.53  0.295
O: 1.87 0.31 -2.33  0.230
C: 3.65 0.56 2.56  -1.283
H: -6.15 1.68 1.26  0.398
O: 4.89 3.72 4.76  -0.581
C: -1.36 -1.08 4.11  -0.821
C: 0.04 -6.02 -1.73  0.510
N: 0.27 3.53 0.43  0.338
H: 2.21 6.07 3.72  0.589
H: -0.50 -7.96 -2.42  0.372

3.
A structure of composition C39H43CdN6O2P2S, computed with wB97M-V/def2-TZVPD.

Values from the calculation:
Net charge   +1
E_tot   -88152.197 eV
Orbital gap   7.48 eV
Lowest unoccupied orbital energy   -2.0997 eV
ΔE to the lowest compared entry with this formula, charge and spin   4.3 kcal per mole
Largest force on an atom   0.17 eV/Å

Each line ends with the Mulliken charge.
Element x y z (Å)
H: 1.28 -3.61 0.46  0.377
C: 3.65 1.78 -0.17  -0.467
C: 3.93 -4.81 -4.09  0.828
H: 3.28 -1.94 -2.70  0.090
H: 2.86 -4.78 -1.03  0.429
H: 5.85 -4.15 -3.85  0.175
C: -2.26 3.49 0.94  1.624
O: 0.99 -3.70 -2.36  -0.939
H: 5.16 -3.87 -1.26  0.388
H: -6.54 0.01 2.87  0.454
C: -4.75 -0.25 -1.79  -0.316
H: 0.10 3.83 -0.10  0.814
H: -3.35 2.15 -1.07  0.962
H: 3.59 -6.59 -5.06  0.189
H: -0.43 4.24 1.82  0.214
H: -1.72 0.97 2.47  -0.305
H: 2.18 -5.75 -4.53  0.208
H: -4.28 2.90 0.45  0.152
C: 3.99 -2.77 -2.69  -1.152
H: -2.29 -2.54 -1.33  0.093
C: 1.43 2.27 2.06  0.723
C: 4.31 -3.19 -1.26  -0.351
H: -5.34 4.35 2.06  0.424
H: 2.33 -3.91 -3.18  0.320
C: 2.36 1.52 -0.61  0.430
C: 2.16 1.05 -1.91  -0.254
C: -1.13 -2.25 3.12  0.260
N: 2.16 -1.75 0.43  -0.245
H: 1.28 1.50 5.36  0.490
H: 2.83 5.02 3.46  0.449
H: 5.69 -5.54 -4.85  0.204
H: 1.17 0.78 -2.25  0.198
H: 2.50 -1.89 1.37  0.266
C: -2.13 5.09 2.75  -0.933
C: 0.97 -2.84 -1.46  0.183
C: -3.65 3.53 1.05  -0.530
C: -4.79 0.77 3.85  -0.825
H: -3.69 -3.77 -2.95  0.429
N: 3.18 -5.77 -4.65  -0.407
C: -3.59 -0.83 -1.28  0.507
H: 3.07 0.55 -3.78  0.460
H: 4.65 -2.30 -0.72  0.377
O: 0.21 -1.84 -1.46  -0.622
H: 2.34 3.73 5.51  0.425
H: -2.88 1.43 4.58  0.513
C: -5.52 -0.93 -2.71  -0.741
C: 2.03 3.53 2.15  -0.259
H: -5.30 0.96 4.78  0.444
C: -2.78 0.78 2.54  -0.243
C: 1.17 1.54 3.22  -0.648
H: -1.52 5.68 3.42  0.417
C: -3.99 -2.78 -2.62  -0.613
H: -5.06 0.74 -1.47  0.267
C: -4.84 0.00 1.57  -0.434
H: 3.82 2.12 0.84  0.395
P: -2.54 0.04 -0.08  1.061
C: -3.51 5.14 2.85  -0.608
H: -6.42 -0.48 -3.11  0.435
H: -5.75 -2.74 -3.84  0.388
C: -1.51 4.27 1.82  -0.387
N: -1.62 2.64 0.01  0.510
C: 2.09 3.32 4.55  -0.620
N: -0.27 -1.94 2.37  -0.997
C: -3.21 -2.09 -1.70  -0.450
C: 3.24 0.89 -2.77  -0.810
C: -5.14 -2.21 -3.12  -0.524
P: 0.90 1.58 0.48  0.649
C: 4.73 1.60 -1.03  -0.877
C: 2.36 4.05 3.39  -0.768
H: 5.73 1.82 -0.68  0.441
C: 1.91 -3.03 -0.24  -0.059
N: 3.34 -3.83 -3.45  0.156
C: 3.16 -3.87 -0.51  -1.222
H: 2.82 -1.18 -0.08  -0.107
H: 4.88 -2.41 -3.21  0.487
C: -3.48 0.28 1.44  0.866
H: -3.99 5.76 3.59  0.412
S: -2.28 -2.68 4.15  -0.405
H: -1.86 1.59 -1.78  0.425
C: -5.49 0.24 2.77  -0.787
C: -3.43 1.04 3.74  -0.774
N: 5.26 -4.88 -4.23  -0.351
C: -0.23 2.82 -0.33  -2.070
C: -2.38 1.74 -0.82  -1.849
C: 4.52 1.17 -2.33  -0.451
H: 3.55 -4.20 0.46  0.482
H: 2.24 4.10 1.26  0.455
H: -5.39 -0.43 0.75  0.440
H: -0.10 2.68 -1.40  0.700
H: 0.71 0.56 3.15  0.198
Cd: -0.13 -0.81 0.55  3.141
H: 5.37 1.05 -3.00  0.450
C: 1.49 2.07 4.46  -0.726
C: -4.26 4.34 1.99  -0.749

Q: Which formula does entry 3 have?
A: C39H43CdN6O2P2S